CH9N4P | the ωB97M-V functional and the def2-TZVPD basis

Relative energy (zero: lowest compared OMol25 entry of this formula, charge and spin) in kcal/mol: 49.8
Frontier orbital gap in eV: 8.275
Lowest unoccupied orbital energy in eV: -0.6
Energy in eV: -16430.4529

Positions of all 15 atoms, in Å:
P  -0.5807  0.2576  0.2117
N  1.0678  -0.0222  -0.1556
N  -0.5462  1.9067  0.6092
N  -1.1623  0.1771  -1.3513
N  -1.4672  -0.7335  1.0199
C  1.3260  -1.3389  -0.6426
H  -1.2654  -0.7781  2.0064
H  -0.9448  0.9862  -1.9174
H  0.9507  -1.3692  -1.6687
H  -0.7206  2.0901  1.5862
H  -2.1483  -0.0366  -1.3444
H  2.3991  -1.5352  -0.6574
H  1.7978  -0.0124  1.3979
H  0.8063  -2.1239  -0.0794
H  0.2941  2.3777  0.3000

Results of the natural (NBO) charge analysis, in e, for atoms 1 through 8: atom 1 (P): 2.1588, atom 2 (N): -0.8451, atom 3 (N): -1.1877, atom 4 (N): -1.1891, atom 5 (N): -1.3357, atom 6 (C): -0.4561, atom 7 (H): 0.3733, atom 8 (H): 0.3926